ORCA calculation (ωB97M-V/def2-TZVPD) on a 2-piece molecular cluster, C16H33N3O7PS overall at a distorted geometry.

```
! wB97M-V def2-TZVPD RIJCOSX def2/J DEFGRID3
* xyz -1 1
C -2.4568 3.0153 0.7883
C -2.4501 1.7569 -0.0914
S -1.1026 1.6493 -1.2743
C 0.4102 1.9151 -0.3364
C 0.8596 0.7751 0.6613
C 0.1594 1.0503 1.9991
C 0.7068 0.3467 3.2440
C 0.2328 -1.0922 3.4162
C -1.2215 -1.1849 3.9109
C -2.0870 -2.0418 2.9949
O -2.8376 -3.0009 3.7521
C -3.3742 -3.9592 2.8680
C 0.3470 -0.5477 0.0181
O 0.9426 -0.9606 -1.0022
O -0.6648 -1.0564 0.5735
N 2.3512 0.8653 0.7009
C 2.8161 2.0200 1.4060
O 3.8704 2.6255 0.5767
N 4.0909 3.9591 1.0105
O 3.5750 4.7255 0.3017
P 3.1995 -0.5771 1.1041
N 3.9417 -1.2728 -0.0693
H -3.4804 3.3517 0.9353
H -1.9278 3.8294 0.3064
H -2.0502 2.8114 1.7704
H -3.3462 1.7790 -0.7022
H -2.5302 0.8693 0.5295
H 1.2022 1.9789 -1.0733
H 0.4024 2.8645 0.1965
H 0.2125 2.1245 2.1926
H -0.8928 0.8191 1.9349
H 0.3286 0.8969 4.1060
H 1.7895 0.4136 3.3365
H 0.8473 -1.5244 4.2098
H 0.3926 -1.7108 2.5470
H -1.2605 -1.5836 4.9188
H -1.6553 -0.1900 3.9749
H -1.4899 -2.5846 2.2708
H -2.7737 -1.4046 2.4338
H -4.1067 -4.5706 3.3808
H -2.5914 -4.6119 2.4744
H -3.8009 -3.4448 2.0060
H 3.2905 1.7834 2.3557
H 2.0528 2.7759 1.5276
H 4.1555 -0.1540 2.0637
H 2.3094 -1.4970 1.6880
H 3.7769 -0.7879 -0.9393
O -0.8615 1.3138 -6.9554
C -0.5743 0.3042 -6.3659
O -0.8130 0.2133 -5.0578
C -0.6674 -1.0117 -4.3138
C 0.7538 -1.2464 -3.8631
C 0.1243 -0.8383 -7.0726
H -1.0688 -1.8505 -4.8884
H -1.3044 -0.8953 -3.4390
H 1.4354 -1.3500 -4.7135
H 0.8160 -2.1448 -3.2547
H 1.1007 -0.4089 -3.2664
H 1.1911 -0.6251 -7.1099
H -0.2628 -0.8957 -8.0877
H -0.0318 -1.8089 -6.6096
*
```

Frontier orbital gap in eV: 7.21
LUMO level in hartree: 0.0726



ORCA calculation (ωB97M-V/def2-TZVPD) on a single C4H8OS molecule at a distorted geometry.

```
! wB97M-V def2-TZVPD RIJCOSX def2/J DEFGRID3
* xyz 0 1
C 0.2993 1.5542 -0.0614
C 0.3394 0.0087 0.0322
S 2.0454 -0.5670 0.1456
C -0.6336 -0.4743 1.1315
O -1.6311 -0.6438 0.1069
C -0.6117 -0.7190 -0.9121
H -0.7394 1.8536 -0.1123
H 0.8639 1.9321 0.7879
H 0.7539 1.9421 -1.0195
H 1.8481 -1.7548 -0.4989
H -0.8803 0.2746 1.8546
H -0.4455 -1.4338 1.5873
H -0.3178 -1.7533 -1.2015
H -0.8905 -0.2193 -1.8405
*
```

Frontier orbital gap in eV: 10.01
LUMO level in hartree: 0.0298



ORCA calculation (ωB97M-V/def2-TZVPD) on a 2-piece molecular cluster, C3H9OP overall at a distorted geometry.

```
! wB97M-V def2-TZVPD RIJCOSX def2/J DEFGRID3
* xyz 0 1
C 0.7505 0.6285 -1.7683
C -0.0168 -0.0464 -0.9557
C -1.4318 0.3440 -0.5833
O 0.4605 -1.2227 -0.3539
H 0.2993 1.3198 -2.4196
H 1.5955 0.0840 -1.9775
H -1.8796 -0.6762 -0.2327
H -2.0168 0.8361 -1.4503
H -1.4530 0.9063 0.4402
H 1.3178 -1.4994 -0.8484
P 0.5652 -1.3838 2.1471
H 0.2601 0.0637 1.9930
H 1.9592 -0.9845 2.2627
H 0.5548 -1.2906 3.6566
*
```

Frontier orbital gap in eV: 9.81
LUMO level in hartree: 0.0261



ORCA calculation (ωB97M-V/def2-TZVPD) on a 7-piece molecular cluster, CH16O6S overall at a distorted geometry.

```
! wB97M-V def2-TZVPD RIJCOSX def2/J DEFGRID3
* xyz 0 1
C 1.7385 0.7696 1.3140
S 1.7643 -0.8236 2.2699
H 2.6085 1.2870 1.7011
H 1.8482 0.4640 0.2883
H 0.8649 1.3733 1.5285
H 1.9536 -1.6017 1.1965
O 1.9324 2.2786 -1.5730
H 2.3183 2.2540 -2.4582
H 1.5491 1.4037 -1.4045
O -0.8683 1.1132 -0.3952
H -0.5832 2.0310 -0.4680
H -1.1305 0.8495 0.4914
O 0.4176 -3.7157 -1.1190
H 0.6774 -3.2313 -1.9020
H -0.5205 -3.6173 -0.9318
O -3.4513 0.0819 -0.7559
H -3.5839 0.0157 -1.7082
H -2.5386 0.4092 -0.6777
O -3.0208 -3.0559 -1.1118
H -3.4174 -2.2823 -0.6867
H -3.6714 -3.7272 -0.8642
O 0.4670 4.1145 0.1586
H 1.0649 3.5577 -0.3617
H 0.8989 4.2006 1.0134
*
```

Frontier orbital gap in eV: 9.27
LUMO level in hartree: 0.0051



ORCA calculation (ωB97M-V/def2-TZVPD) on C4H16N8O4Sn as an isolated structure at a distorted geometry.

```
! wB97M-V def2-TZVPD RIJCOSX def2/J DEFGRID3
* xyz 1 2
Sn -25.6996 11.2556 -9.2561
C -27.0673 14.6603 -8.1624
O -26.0921 14.1233 -8.6262
N -28.1612 14.7426 -8.8231
N -26.9574 15.3667 -7.0945
H -28.8331 15.4769 -8.6513
H -28.1871 14.1791 -9.6609
H -26.0948 15.1698 -6.6075
H -27.7575 15.6152 -6.5305
C -22.0721 13.0931 -9.8850
O -23.0900 12.6971 -9.4008
N -21.9217 14.3046 -10.3527
N -20.9468 12.4677 -10.1171
H -21.0062 14.5599 -10.6945
H -22.5654 15.0150 -10.0349
H -20.6955 11.5860 -9.6934
H -20.2193 12.9613 -10.6144
C -28.2947 13.3796 -11.7536
O -27.6980 12.7377 -10.8902
N -27.6928 14.0619 -12.6994
N -29.5494 13.3518 -12.0312
H -28.2448 14.4196 -13.4658
H -26.6838 14.0629 -12.6550
H -29.9772 13.8308 -12.8107
H -30.1310 12.8649 -11.3643
C -23.3927 11.3964 -6.2394
O -23.8027 10.7745 -7.1567
N -22.7088 12.5005 -6.3638
N -23.6396 11.2123 -4.9818
H -22.3504 12.5558 -7.3065
H -22.2636 12.9075 -5.5537
H -23.1042 11.6466 -4.2436
H -24.0695 10.3230 -4.7714
*
```

Frontier orbital gap (spin up / spin down) in eV: 6.26 / 9.60
LUMO level (spin up / spin down) in hartree: -0.1066 / -0.1031
⟨S²⟩: 0.753



ORCA calculation (ωB97M-V/def2-TZVPD) on a 13-piece molecular cluster, C62H89N5O34 overall at a distorted geometry.

```
! wB97M-V def2-TZVPD RIJCOSX def2/J DEFGRID3
* xyz 0 1
C 13.8306 8.0280 -8.3463
C 13.0535 7.4320 -9.2571
C 11.7963 7.8557 -9.4148
C 11.2033 8.7415 -8.4778
C 12.0298 9.3442 -7.4929
C 13.3592 8.9499 -7.4592
N 9.7313 9.1577 -8.6600
O 9.1813 10.0111 -7.9629
O 9.1024 8.4818 -9.5043
H 14.8200 7.6328 -8.1692
H 13.3482 6.5882 -9.8634
H 11.2397 7.5858 -10.3001
H 11.6828 10.0953 -6.7987
H 14.0199 9.5030 -6.8081
C 2.5876 0.2181 -16.1081
C 3.9981 0.4365 -16.2708
C 4.4908 1.6575 -16.5719
C 3.5907 2.7918 -16.5155
C 2.2144 2.5927 -16.3850
C 1.7198 1.3147 -16.1895
N 4.2500 4.1638 -16.4829
O 3.5762 5.1842 -16.5788
O 5.3869 4.2265 -16.2441
H 2.1843 -0.7349 -15.7990
H 4.7129 -0.3527 -16.0897
H 5.5394 1.8701 -16.7185
H 1.6037 3.4789 -16.2951
H 0.6932 1.0279 -16.0153
C 5.6964 9.4971 -15.6492
C 4.8850 10.4842 -15.0379
C 3.5580 10.4992 -15.3893
C 3.0311 9.6315 -16.3537
C 3.8622 8.7389 -17.0779
C 5.1976 8.6758 -16.6715
N 1.6336 9.6913 -16.6960
O 1.1246 8.8572 -17.4683
O 1.0009 10.6488 -16.2289
H 6.7147 9.4094 -15.3000
H 5.2211 11.2589 -14.3646
H 2.9103 11.1023 -14.7702
H 3.4238 8.1839 -17.8942
H 5.8040 7.8976 -17.1109
C 5.3182 7.2123 -12.0243
C 5.2562 7.1416 -13.3860
C 6.2489 6.4507 -14.1023
C 7.4840 6.1051 -13.4467
C 7.5921 6.5307 -12.1407
C 6.5272 6.9789 -11.4089
N 8.6175 5.5503 -14.1633
O 9.5767 5.0952 -13.5449
O 8.7185 5.7924 -15.3467
H 4.4351 7.6137 -11.5494
H 4.3855 7.4904 -13.9213
H 6.0930 6.3003 -15.1604
H 8.4645 6.3064 -11.5450
H 6.7225 7.1707 -10.3641
C 1.6727 9.2122 -7.6217
C 1.7594 8.1843 -8.5644
C 1.9832 8.4561 -9.9383
C 2.1310 9.7845 -10.4026
C 2.1032 10.7988 -9.3897
C 1.8940 10.4881 -8.0761
N 2.3270 10.0699 -11.7932
O 2.4327 11.2337 -12.1502
O 2.4532 9.0959 -12.5120
H 1.3161 9.0118 -6.6222
H 1.5755 7.1591 -8.2786
H 1.9391 7.6400 -10.6443
H 2.2942 11.8252 -9.6662
H 1.8283 11.2965 -7.3629
C 10.0105 1.2727 -15.7485
C 8.7081 2.0397 -15.3583
O 8.0131 1.3542 -14.3160
C 7.3830 0.2137 -14.4185
O 7.3997 -0.5516 -15.3710
O 6.8660 0.0447 -13.2769
C 6.2172 -1.2394 -12.9697
H 10.7273 1.9153 -16.2598
H 9.8318 0.3168 -16.2409
H 10.5488 1.0290 -14.8326
H 7.9450 2.1650 -16.1264
H 8.8716 3.0951 -15.1405
H 5.6491 -1.0528 -12.0584
H 6.9284 -2.0655 -12.9620
H 5.4512 -1.5156 -13.6942
C 8.0649 7.1076 -18.9088
C 9.4326 7.6453 -19.1677
O 10.3103 6.7734 -19.8832
C 10.2435 6.5832 -21.3051
O 10.7894 5.6418 -21.8954
O 9.6215 7.6107 -21.8170
C 9.5984 7.8401 -23.2250
H 7.5673 6.6363 -19.7564
H 7.5499 8.0386 -18.6717
H 8.0364 6.4194 -18.0640
H 9.9982 7.8918 -18.2690
H 9.2810 8.6091 -19.6538
H 10.5261 7.4283 -23.6221
H 9.4630 8.9091 -23.3895
H 8.8499 7.1475 -23.6101
C 8.5557 0.7292 -10.0933
C 8.9345 2.0407 -10.9189
O 9.6627 2.9665 -10.0536
C 8.9392 3.9512 -9.5007
O 7.7675 4.2797 -9.6835
O 9.7138 4.4721 -8.5332
C 9.3317 5.6223 -7.8162
H 8.7039 -0.1596 -10.7067
H 7.5320 0.7464 -9.7193
H 9.1934 0.6916 -9.2101
H 8.1321 2.5410 -11.4612
H 9.6724 1.7199 -11.6542
H 8.2944 5.4592 -7.5236
H 9.3140 6.3293 -8.6456
H 10.0043 6.0363 -7.0649
C 3.7880 5.1918 -9.1184
C 4.5951 6.0463 -8.1119
O 4.8107 5.3793 -6.8369
C 3.8839 5.4764 -5.8498
O 2.8759 6.1292 -5.9768
O 4.3023 4.8791 -4.7151
C 3.6153 5.0163 -3.4900
H 2.7928 4.9398 -8.7522
H 4.3536 4.2764 -9.2924
H 3.7737 5.7210 -10.0712
H 4.2357 7.0745 -8.0689
H 5.6268 6.2220 -8.4166
H 3.9538 5.9302 -3.0018
H 3.7802 4.1202 -2.8916
H 2.5278 5.0550 -3.5527
C 12.5176 4.7332 -12.5921
C 12.7212 3.2572 -12.6941
O 13.8128 2.9676 -13.5818
C 14.1021 1.7072 -13.9582
O 13.5530 0.6955 -13.4915
O 14.8486 1.7557 -15.0649
C 15.0253 0.7494 -16.0290
H 13.3011 5.3673 -12.1773
H 11.5684 4.9064 -12.0850
H 12.4054 5.0495 -13.6292
H 11.7614 2.9112 -13.0780
H 12.6788 2.8347 -11.6902
H 16.0689 0.6267 -16.3188
H 14.5124 1.0912 -16.9280
H 14.5740 -0.1889 -15.7065
C 0.2350 3.5169 -9.1801
C 0.0094 3.4942 -10.6724
O 0.9082 4.4172 -11.2599
C 0.8192 4.6710 -12.4852
O 0.2651 4.0388 -13.3682
O 1.5298 5.7652 -12.6539
C 1.6550 6.3891 -13.9428
H -0.5341 2.9413 -8.6652
H 0.1149 4.5043 -8.7343
H 1.1653 3.0533 -8.8518
H -1.0464 3.7260 -10.8127
H 0.2819 2.4607 -10.8861
H 2.3058 7.2343 -13.7186
H 0.7426 6.6443 -14.4817
H 2.1715 5.6509 -14.5563
C 8.6750 11.5442 -12.1758
C 8.3823 10.0302 -12.2269
O 9.5826 9.2544 -12.5364
C 9.9707 8.9443 -13.6992
O 9.4743 9.4061 -14.7321
O 11.0195 8.1223 -13.5548
C 11.8154 7.8487 -14.7189
H 7.8620 12.1999 -11.8639
H 9.0976 11.9109 -13.1112
H 9.4036 11.6556 -11.3728
H 7.6423 9.8591 -13.0088
H 7.9400 9.6034 -11.3267
H 12.2219 8.7511 -15.1755
H 11.2301 7.4405 -15.5427
H 12.6555 7.1899 -14.4992
C 5.4049 3.1902 -12.2444
C 3.8881 3.3930 -12.3315
O 3.2721 2.2128 -12.8662
C 3.0588 1.1072 -12.1230
O 3.3688 0.9825 -10.9076
O 2.6000 0.1536 -12.9402
C 2.5333 -1.1579 -12.3772
H 5.6777 2.5771 -11.3855
H 5.9188 4.1499 -12.1893
H 5.7175 2.7290 -13.1813
H 3.5362 4.2393 -12.9214
H 3.5241 3.6735 -11.3431
H 2.4191 -1.1301 -11.2935
H 3.4366 -1.7448 -12.5436
H 1.7586 -1.7860 -12.8169
*
```

Frontier orbital gap in eV: 8.55
LUMO level in hartree: -0.0348